This record from the OMol25 dataset describes 2 unconnected molecules or ions with the total composition H4O2 in a non-equilibrium geometry. The level of theory is ωB97M-V with the def2-TZVPD basis set.

Properties
HOMO energy ... -10.749 eV
Orbital gap ... 0.414 Ha
SMILES ... O.O

Atoms and positions in Å:
O (-1.14, -0.24, -0.21)
H (-1.18, 0.73, -0.25)
H (-1.22, -0.47, 0.70)
O (1.52, -0.26, -0.15)
H (1.51, 0.65, 0.19)
H (0.50, -0.42, -0.27)

=====

This record from the OMol25 dataset describes C18H18FN3O4 in the gas phase in a non-equilibrium geometry. The level of theory is ωB97M-V with the def2-TZVPD basis set.

Properties
HOMO energy ... -7.775 eV
Orbital gap ... 0.270 Ha
SMILES ... O=[N+]([O-])c1cc2c(cc1CN1CCN(c3ccccc3F)CC1)OCO2

Atoms and positions in Å:
O (0.10, -3.15, -1.00)
N (-0.71, -2.35, -1.43)
O (-0.99, -2.26, -2.61)
C (-1.40, -1.48, -0.52)
C (-2.47, -0.76, -1.10)
C (-3.19, 0.07, -0.29)
C (-2.89, 0.19, 1.07)
C (-1.86, -0.51, 1.64)
C (-1.08, -1.35, 0.84)
C (0.16, -1.95, 1.47)
N (1.26, -1.08, 1.09)
C (1.49, 0.01, 2.01)
C (2.62, 0.90, 1.45)
N (2.77, 0.65, 0.03)
C (1.72, 1.06, -0.80)
C (1.17, 0.25, -1.80)
C (0.17, 0.69, -2.64)
C (-0.35, 1.97, -2.51)
C (0.18, 2.81, -1.55)
C (1.20, 2.36, -0.73)
F (1.69, 3.26, 0.16)
C (3.32, -0.68, -0.13)
C (2.49, -1.72, 0.66)
O (-3.76, 1.05, 1.65)
C (-4.61, 1.51, 0.62)
O (-4.25, 0.87, -0.59)
H (-2.69, -0.88, -2.14)
H (-1.64, -0.42, 2.69)
H (0.34, -2.96, 1.11)
H (0.03, -1.99, 2.56)
H (1.75, -0.35, 3.02)
H (0.56, 0.58, 2.07)
H (2.41, 1.95, 1.66)
H (3.57, 0.65, 1.92)
H (1.52, -0.76, -1.92)
H (-0.22, 0.02, -3.39)
H (-1.14, 2.31, -3.16)
H (-0.17, 3.82, -1.43)
H (3.37, -0.92, -1.19)
H (4.34, -0.64, 0.25)
H (3.08, -2.09, 1.52)
H (2.24, -2.57, 0.03)
H (-4.50, 2.60, 0.51)
H (-5.65, 1.27, 0.87)

=====

This record from the OMol25 dataset describes a molecular structure, C34H34ClN4O3OsS in a non-equilibrium geometry. The level of theory is ωB97M-V with the def2-TZVPD basis set.

Properties
⟨S²⟩ ... 6.03
HOMO energy (spin up / spin down) ... -15.831 / -15.831 eV
Orbital gap (spin up / spin down) ... 0.270 / 0.203 Ha
Net charge ... +3
Spin multiplicity ... 5

Atoms and positions in Å:
Os (8.37, -5.21, 19.07)
C (8.24, -8.19, 19.76)
C (9.59, -8.18, 19.02)
C (9.64, -7.40, 17.67)
C (10.70, -7.68, 16.69)
C (10.82, -6.85, 15.52)
C (9.85, -6.00, 15.25)
C (8.53, -6.16, 16.03)
N (8.74, -6.52, 17.44)
N (7.94, -6.85, 20.33)
C (8.62, -6.68, 21.65)
C (10.04, -6.17, 21.45)
C (11.15, -6.48, 22.25)
C (12.41, -6.02, 21.91)
C (12.55, -5.25, 20.75)
C (11.44, -5.00, 19.98)
N (10.20, -5.39, 20.34)
C (6.43, -6.75, 20.66)
C (6.00, -5.28, 20.80)
C (5.01, -5.01, 21.67)
C (4.60, -3.66, 21.85)
C (5.08, -2.74, 20.87)
C (6.12, -3.09, 20.06)
N (6.65, -4.33, 20.09)
H (7.41, -8.36, 19.06)
H (8.33, -8.94, 20.53)
H (10.43, -7.94, 19.64)
H (9.75, -9.20, 18.69)
H (11.42, -8.49, 16.95)
H (11.71, -7.08, 14.96)
H (9.81, -5.31, 14.42)
H (8.05, -7.00, 15.52)
H (8.06, -5.95, 22.25)
H (8.64, -7.64, 22.17)
H (10.99, -7.22, 23.02)
H (13.26, -6.26, 22.50)
H (13.53, -4.99, 20.41)
H (11.48, -4.55, 19.02)
H (5.85, -7.17, 19.86)
H (6.24, -7.23, 21.59)
H (4.65, -5.67, 22.38)
H (3.96, -3.35, 22.63)
H (4.82, -1.72, 20.89)
H (6.57, -2.32, 19.43)
Cl (2.80, -0.78, 16.26)
C (3.97, -2.00, 15.86)
C (4.11, -2.45, 14.53)
C (5.19, -3.24, 14.24)
C (6.06, -3.67, 15.26)
C (5.76, -3.33, 16.58)
C (4.77, -2.48, 16.85)
C (7.05, -4.68, 14.97)
O (7.26, -5.15, 13.89)
O (7.68, -5.06, 16.12)
H (3.52, -1.99, 13.72)
H (5.39, -3.61, 13.22)
H (6.40, -3.70, 17.33)
H (4.49, -2.18, 17.84)
C (6.32, 2.17, 18.15)
C (7.23, 0.96, 18.21)
C (8.11, 0.78, 19.28)
C (9.01, -0.28, 19.29)
C (9.00, -1.18, 18.19)
C (8.18, -1.02, 17.08)
C (7.29, 0.08, 17.08)
S (10.15, -2.52, 18.43)
C (11.44, -2.20, 17.20)
O (9.42, -3.86, 17.98)
H (6.19, 2.57, 19.13)
H (5.29, 1.86, 17.78)
H (6.76, 2.95, 17.54)
H (8.03, 1.40, 20.18)
H (9.52, -0.61, 20.20)
H (8.27, -1.65, 16.18)
H (6.56, 0.23, 16.31)
H (11.60, -3.03, 16.50)
H (12.29, -2.03, 17.81)
H (11.27, -1.33, 16.58)

=====

This record from the OMol25 dataset describes 2 unconnected molecules or ions with the total composition C3H5O2 in a non-equilibrium geometry. The level of theory is ωB97M-V with the def2-TZVPD basis set.

Properties
HOMO energy ... -4.191 eV
Orbital gap ... 0.318 Ha
Net charge ... -1

Atoms and positions in Å:
O (-1.19, -0.53, 0.27)
C (-0.74, -0.59, 1.46)
O (0.42, -0.29, 1.84)
H (-1.53, -0.82, 2.27)
C (0.29, 0.56, -2.20)
C (1.24, 0.80, -1.29)
H (-0.59, 0.07, -1.77)
H (0.36, 0.85, -3.27)
H (0.98, 0.51, -0.23)
H (2.20, 1.29, -1.59)